Record 1
22
Properties=species:S:1:pos:R:3:forces:R:3 method="wB97M-V/def2-TZVPD" largest_force_ha_per_bohr=0.0818 homo_lumo_gap_ev=8.691 e_lumo_ev=0.69 e_above_lowest_kcal_mol=55.19 total_energy_ev=-25553.06651 homo_ev=-8.01
C -1.5388 0.2761 -3.0423 -0.02 -0.04 -0.19
C -2.4733 0.8208 -2.1804 0.05 0.01 0.09
C -0.3106 -0.1435 -2.5601 -0.06 0.06 0.06
C -2.1799 0.9501 -0.8331 0.07 0.03 0.27
C 0.0122 -0.0313 -1.2133 -0.27 0.13 0.11
C -0.9515 0.5236 -0.3597 0.08 -0.13 -0.44
C 1.2822 -0.4633 -0.6308 -0.88 1.18 3.43
C 0.5519 0.2981 1.4106 1.59 -1.32 -3.67
C 1.8555 -0.9339 3.0518 0.09 0.05 0.03
N 0.6057 -0.6760 2.3746 -0.60 0.15 0.35
O -0.6974 0.6181 0.9962 -0.19 -0.04 0.34
Cl 1.5845 1.7515 1.6801 -0.14 0.17 0.10
H -1.7630 0.1734 -4.0939 -0.03 0.01 -0.07
H -3.4334 1.1491 -2.5487 -0.07 0.03 -0.04
H 0.4185 -0.5664 -3.2356 0.06 -0.04 -0.06
H -2.8904 1.3759 -0.1428 -0.09 0.04 0.08
H 1.4424 -1.5184 -0.4822 0.07 -0.24 -0.08
H 2.1609 0.1342 -0.8068 0.19 0.06 -0.17
H 2.6300 -1.0730 2.2993 0.07 -0.05 0.03
H 2.1580 -0.1178 3.7170 0.02 -0.07 -0.07
H 1.7510 -1.8494 3.6296 0.04 -0.02 -0.01
H -0.2144 -0.6980 2.9705 0.01 0.04 -0.12

Record 2
11
Properties=species:S:1:pos:R:3:forces:R:3 method="wB97M-V/def2-TZVPD" largest_force_ha_per_bohr=0.0384 homo_lumo_gap_ev="6.748 / 8.629" e_lumo_ev="-1.03 / 0.18" e_above_lowest_kcal_mol=80.68 total_energy_ev=-17457.61329 homo_ev="-7.78 / -8.45"
C -0.1950 0.9063 1.0203 -0.45 -0.85 1.07
C -0.1061 -0.5957 -0.8094 0.54 -0.31 -0.83
N 0.4496 1.9635 0.2039 0.95 1.64 -0.56
N 0.6708 1.9979 -0.9266 -0.01 0.49 0.12
N -0.9004 0.0223 0.1982 -0.89 -0.03 0.08
S -2.4874 0.3595 -0.1439 -0.06 0.01 0.04
H 0.6333 0.4313 1.5561 -0.07 0.02 -0.11
H -0.8623 1.4179 1.7173 0.17 -0.14 -0.16
H 0.3047 0.2196 -1.4634 -0.27 -0.76 0.23
H 0.7323 -1.1377 -0.3704 0.03 -0.05 0.05
H -0.7205 -1.2551 -1.4150 0.04 -0.03 0.08

Record 3
74
Properties=species:S:1:pos:R:3:forces:R:3 method="wB97M-V/def2-TZVPD" largest_force_ha_per_bohr=0.0349 homo_lumo_gap_ev="8.610 / 9.335" e_lumo_ev="0.52 / 0.52" spin_multiplicity=2 total_energy_ev=-130355.06256 homo_ev="-8.09 / -8.82"
C 1.6316 -1.2985 2.0481 0.17 -1.15 -0.76
C 1.3944 -1.5414 0.8914 -0.45 0.36 0.50
C 1.1067 -1.8525 -0.5137 0.48 0.04 -0.43
B -0.3395 -1.2231 -0.8087 -0.18 -0.05 0.05
O -1.4239 -2.0082 -0.3937 0.22 0.27 0.21
N -0.5833 0.0796 -1.4075 -1.17 -1.11 -0.38
C -2.0197 0.4129 -1.2645 0.49 0.82 -0.38
C -0.2699 0.0612 -2.8708 1.37 0.22 0.79
C 2.2921 -1.2699 -1.3451 0.14 -0.28 0.44
C 2.8155 -2.1394 -2.5097 1.05 0.62 -1.11
C 3.1361 -1.1916 -3.6796 0.14 -0.23 -0.07
C 4.1549 -2.8365 -2.1825 -1.11 -0.43 0.15
N 1.8586 -3.1553 -3.0246 -1.05 1.19 0.80
O 1.1576 -2.7985 -4.0358 0.17 -0.26 -0.18
C 1.1466 -3.9795 -2.0185 -0.16 -1.74 0.40
C 1.8642 -5.3566 -1.9418 -0.15 0.39 0.13
C -0.2710 -4.3061 -2.4984 0.28 0.09 -0.57
C 1.1432 -3.3984 -0.5948 0.58 0.62 -0.25
H 2.0284 -1.2396 3.0275 -0.23 0.04 0.13
H -1.7081 -2.6214 -1.0755 -0.13 -0.12 0.10
H -2.3312 0.3917 -0.2289 0.08 -0.15 -0.10
H -2.1904 1.4315 -1.6287 0.15 0.05 0.04
H -2.6286 -0.2409 -1.8962 -0.23 -0.12 0.31
H -1.0913 0.4688 -3.4503 -0.12 -0.13 -0.01
H 0.0018 -0.9449 -3.2004 -0.30 0.04 -0.34
H 0.6202 0.6707 -3.0484 -0.15 0.18 -0.15
H 3.1254 -1.1481 -0.6498 0.08 0.00 -0.08
H 2.0850 -0.2633 -1.7031 -0.25 -0.03 0.05
H 2.2942 -0.5524 -3.9249 0.03 0.02 -0.06
H 3.4145 -1.7518 -4.5720 -0.06 -0.05 0.00
H 4.0004 -0.5851 -3.4062 -0.13 0.16 0.13
H 4.3847 -3.5065 -3.0110 0.26 0.07 -0.02
H 4.0373 -3.4492 -1.2878 0.33 0.09 0.12
H 4.9258 -2.0825 -2.0599 0.12 -0.10 0.17
H 2.7642 -5.2920 -1.3329 0.13 -0.07 -0.15
H 2.1103 -5.7059 -2.9431 -0.01 -0.08 0.00
H 1.1903 -6.0659 -1.4608 0.08 -0.11 -0.01
H -0.8554 -3.4181 -2.7392 -0.07 -0.01 0.05
H -0.7737 -4.9471 -1.7765 -0.01 0.20 0.21
H -0.1904 -4.8805 -3.4215 -0.14 0.10 -0.08
H 2.0703 -3.7008 -0.1017 -0.03 -0.04 0.07
H 0.3239 -3.8096 -0.0092 -0.05 -0.10 -0.10
Cl 1.4005 4.6521 3.2890 -0.02 0.03 -0.03
C 1.4574 3.2934 4.4425 -0.03 -0.10 0.17
C 2.4514 2.2305 4.0464 0.03 -0.02 -0.08
Cl 1.9567 1.3210 2.5905 0.18 0.97 0.40
H 0.4531 2.8843 4.5224 -0.01 0.00 -0.08
H 1.7381 3.7153 5.4063 0.04 0.01 -0.02
H 2.5340 1.5054 4.8555 -0.04 0.03 0.02
H 3.4362 2.6524 3.8591 -0.03 0.05 -0.04
Cl -4.2876 -0.4511 0.9389 -0.27 -0.16 0.17
C -5.8834 0.3247 1.0735 -0.03 -0.05 0.09
C -5.9517 1.6117 0.2921 -0.16 0.00 -0.06
Cl -4.9212 2.8881 0.9927 0.04 0.02 -0.01
H -6.0883 0.4851 2.1295 0.03 0.06 0.00
H -6.6190 -0.3765 0.6824 0.02 0.01 -0.05
H -6.9735 1.9875 0.2961 0.01 0.02 0.06
H -5.6398 1.4700 -0.7396 0.08 -0.02 0.03
Cl 1.0180 2.4859 -0.4990 -0.09 0.01 -0.17
C 1.9134 4.0143 -0.3512 -0.01 0.02 0.04
C 3.1331 4.0390 -1.2365 0.00 0.14 -0.05
Cl 4.3846 2.8921 -0.6852 0.00 -0.04 -0.02
H 2.1781 4.1480 0.6940 0.04 -0.07 0.02
H 1.2344 4.8152 -0.6422 0.02 0.00 -0.05
H 3.5817 5.0311 -1.2189 0.02 -0.01 0.05
H 2.8831 3.7901 -2.2649 0.00 -0.08 0.02
Cl -3.0971 2.2141 5.7634 0.00 -0.02 0.00
C -3.8683 3.4907 4.7851 0.07 0.05 -0.10
C -5.0228 4.1395 5.5023 0.01 0.11 -0.01
Cl -6.4076 3.0312 5.6874 0.00 -0.01 0.02
H -4.1848 3.0476 3.8448 -0.02 -0.07 0.02
H -3.1014 4.2347 4.5751 -0.01 0.03 0.05
H -5.3745 4.9941 4.9267 0.00 -0.03 -0.05
H -4.7345 4.4833 6.4924 -0.01 -0.07 0.03

Record 4
31
Properties=species:S:1:pos:R:3:forces:R:3 method="wB97M-V/def2-TZVPD" largest_force_ha_per_bohr=0.0867 homo_lumo_gap_ev=8.174 e_lumo_ev=2.45 total_energy_ev=-47780.67970 homo_ev=-5.73 charge=-1
C 4.3548 0.0402 1.2435 -1.00 0.30 -0.19
C 3.7968 0.3833 -0.2227 2.45 0.74 -1.37
O 4.6277 0.8057 -1.0629 -3.38 -1.37 2.56
O 2.4155 0.2462 -0.4885 2.57 -0.45 0.39
C 2.0516 -1.1334 -0.7929 -1.08 -0.94 -0.26
C 0.7624 -1.5782 0.0665 0.00 -0.61 -1.13
C -0.5904 -1.4294 -0.8326 0.46 -0.46 0.31
Al -1.7043 0.2048 -0.2952 -1.04 -0.61 0.36
C -0.8357 2.0542 -0.3243 -0.05 0.09 -1.78
O -0.2288 2.4810 0.9490 -0.59 -0.56 -0.14
N 1.0777 2.8426 0.6842 0.41 1.98 -0.18
O 1.1489 3.9888 0.3674 0.26 -1.19 0.31
O -2.5901 -0.3761 1.2498 -2.35 -1.89 -1.71
C -3.7994 -0.9788 0.7624 0.58 1.60 -0.20
F -3.6281 -2.0829 -0.1896 0.50 0.92 1.59
C -4.4385 0.1601 -0.2378 3.20 -1.52 -1.44
I -6.0346 -0.7633 -1.4100 -0.12 0.39 0.20
I -5.1967 1.7960 0.9946 0.18 -0.14 -0.34
O -3.3718 0.4550 -1.1635 -1.88 -0.10 2.68
H 4.9451 -0.9328 1.2739 -0.85 1.25 -0.29
H 5.0520 0.8945 1.5247 -0.96 -1.16 -0.37
H 3.4758 -0.0187 1.9691 1.29 0.05 -0.90
H 1.7926 -1.1510 -1.9168 0.34 -0.02 1.77
H 2.9032 -1.8839 -0.6616 -0.81 1.26 0.12
H 0.6604 -1.0283 1.0578 0.47 -0.47 -1.31
H 0.9066 -2.6917 0.3349 -0.17 1.64 -0.39
H -1.1641 -2.4122 -0.6685 0.51 1.67 -0.45
H -0.3411 -1.3376 -1.9430 -0.04 -0.44 1.33
H -1.5699 2.8496 -0.7264 1.19 -0.92 0.84
H 0.0216 2.0149 -1.0987 -1.24 0.02 0.99
H -4.4994 -1.4185 1.5572 1.14 0.92 -1.00

Record 5
203
Properties=species:S:1:pos:R:3:forces:R:3 method="wB97M-V/def2-TZVPD" largest_force_ha_per_bohr=0.0500 homo_lumo_gap_ev=8.810 e_lumo_ev=0.15 total_energy_ev=-102745.28174 homo_ev=-8.66
C -3.5015 1.3473 3.8636 0.23 0.14 1.06
O -3.2994 0.2276 3.0505 0.34 -0.16 -0.50
H -4.0173 2.1994 3.4103 -0.13 -0.20 -0.24
H -4.0036 1.0712 4.8007 -0.37 0.06 -0.18
H -2.5349 1.7176 4.2166 0.15 -0.06 -0.38
H -4.0835 0.0169 2.5133 -0.26 0.04 0.31
C 0.9199 0.7446 4.0890 0.28 -0.14 -1.49
O 1.8810 0.9255 3.0459 0.76 0.53 0.41
H 0.1052 1.4530 3.9129 -0.25 -0.22 0.32
H 0.5909 -0.2963 4.0195 -0.40 0.11 0.50
H 1.4059 0.9440 5.0407 0.03 -0.05 0.01
H 1.5752 0.5814 2.1918 -0.35 -0.35 0.17
C -1.8225 -2.7200 -1.6320 0.34 0.54 -0.49
O -2.0341 -1.3831 -2.0692 -0.10 0.23 0.42
H -2.6821 -3.3467 -1.8754 0.05 -0.18 0.11
H -0.9074 -3.1065 -2.0912 -0.09 -0.31 -0.02
H -1.6433 -2.6924 -0.5577 -0.20 -0.02 0.06
H -2.0933 -1.3346 -3.0358 -0.19 -0.46 -0.15
C 4.1845 2.6089 -2.8428 -0.83 0.63 0.92
O 3.8274 3.4606 -3.9197 0.25 -0.58 -0.64
H 4.9204 1.8123 -2.9877 0.30 0.41 -0.52
H 4.4491 3.2946 -2.0286 0.34 -0.62 0.33
H 3.2738 2.0840 -2.5401 -0.04 0.14 -0.04
H 4.6163 3.9215 -4.2208 -0.04 -0.01 0.00
C 1.4491 -6.5197 -2.4237 -0.46 0.10 0.18
O 2.5828 -7.2955 -2.0884 0.25 -0.23 0.11
H 1.2605 -5.8327 -1.5973 0.27 0.11 -0.09
H 1.6027 -5.9555 -3.3470 -0.08 0.02 0.05
H 0.5408 -7.1286 -2.4909 0.14 -0.09 -0.24
H 2.8038 -7.8869 -2.8147 -0.16 0.01 -0.03
C 2.4560 3.8822 1.2244 0.60 -1.08 0.64
O 3.7596 4.1857 0.7165 -0.22 0.88 -0.62
H 2.6487 3.4308 2.1992 -0.72 -0.14 0.06
H 1.7923 4.7340 1.3532 0.52 0.45 -0.26
H 1.9325 3.1623 0.5941 0.01 -0.03 -0.02
H 4.2358 3.3612 0.5857 -0.17 -0.17 0.19
C -3.0879 5.9247 -1.5507 0.03 -0.07 0.39
O -2.0226 5.9501 -2.4671 -0.06 0.48 -0.62
H -2.6905 5.8072 -0.5370 -0.38 -0.56 0.02
H -3.6318 6.8717 -1.4938 0.29 0.15 -0.56
H -3.8172 5.1677 -1.8609 -0.01 -0.15 0.53
H -1.3767 5.2595 -2.2666 -0.03 0.38 0.33
C 6.0208 -2.4921 3.2600 0.42 0.74 -0.65
O 7.0007 -2.6848 2.2472 0.36 -0.53 0.09
H 5.7033 -1.4479 3.1981 -0.56 -0.13 0.25
H 5.1882 -3.1822 3.1288 -0.15 0.08 0.13
H 6.4741 -2.6204 4.2414 0.08 -0.24 -0.04
H 6.8630 -2.0887 1.4982 -0.22 0.12 0.42
C 4.4443 -1.7008 -3.9442 -0.88 -0.11 1.09
O 5.2719 -2.0125 -5.0282 0.28 0.07 -0.07
H 3.4537 -2.0786 -4.1983 -0.05 0.17 -0.07
H 4.6723 -2.1629 -2.9735 0.50 -0.52 -0.36
H 4.3407 -0.6508 -3.6407 0.20 0.27 -0.76
H 6.2017 -1.8941 -4.8169 -0.05 0.09 0.15
C 4.8759 -5.2205 -2.6753 -0.10 -0.48 -0.87
O 5.2315 -6.2580 -1.7854 -0.19 0.11 0.00
H 5.6895 -4.5012 -2.7393 -0.12 0.23 0.43
H 4.7615 -5.5744 -3.7099 0.09 -0.25 -0.01
H 3.9023 -4.7782 -2.4522 0.19 0.38 0.38
H 4.4329 -6.7997 -1.6801 0.16 0.18 0.08
C 1.6986 5.3916 -1.9896 -0.89 -0.12 -0.53
O 0.4397 4.7404 -1.7280 -0.13 -0.53 0.09
H 1.7985 5.4571 -3.0748 0.35 0.26 0.11
H 1.5671 6.3832 -1.5608 0.49 -0.02 0.03
H 2.5330 4.8269 -1.5744 -0.02 0.21 0.19
H 0.2897 4.0815 -2.4143 0.27 -0.12 0.08
C 4.4526 3.8707 4.6302 0.12 -0.30 -0.05
O 5.2313 2.7428 5.0139 -0.01 -0.18 -0.28
C 5.3131 1.8119 3.9523 -0.50 0.23 -0.80
C 6.1699 2.2408 2.7464 -0.16 -0.23 0.54
N 5.9546 1.2230 1.7096 1.12 0.51 -0.69
C 6.8224 1.4796 0.5439 -0.05 -0.79 0.04
C 6.6317 0.3491 -0.4577 -0.61 0.46 -0.10
O 7.0703 -0.8872 0.0608 0.14 -0.23 0.51
C 7.3488 -1.8928 -0.8944 0.37 1.26 -1.35
H 3.4766 3.6023 4.2104 -0.02 -0.36 0.19
H 4.9587 4.4225 3.8368 0.06 0.43 0.25
H 4.2867 4.4536 5.5306 0.17 0.26 -0.09
H 4.3099 1.6619 3.5353 -0.09 -0.09 0.06
H 5.6210 0.8242 4.2966 0.29 0.19 0.46
H 7.2342 2.3728 2.9773 0.05 -0.17 0.27
H 5.8359 3.2218 2.4043 -0.17 -0.13 -0.31
H 6.3732 0.3517 2.0343 -0.54 -0.03 0.47
H 7.8870 1.5008 0.8157 0.03 0.13 0.09
H 6.6022 2.4287 0.0517 -0.24 0.03 0.07
H 7.1465 0.6383 -1.3801 0.12 -0.38 -0.12
H 5.5551 0.2515 -0.6375 -0.05 0.14 -0.36
H 6.5609 -2.0214 -1.6497 -0.53 -0.27 0.61
H 7.6177 -2.8181 -0.3997 -0.02 0.00 0.04
H 8.1497 -1.4961 -1.5370 0.45 -0.47 0.30
C -1.5414 -3.2593 2.6642 -1.06 0.29 1.18
O -0.2174 -3.7622 2.7391 -0.50 -0.03 -1.16
C -0.0166 -4.9633 1.9934 -0.20 0.42 0.48
C -0.6166 -6.2084 2.6548 1.01 0.10 -0.27
N -2.0508 -6.1496 2.8593 -0.04 -0.22 -0.54
C -2.7767 -6.6733 1.6694 0.09 0.28 2.02
C -4.2516 -6.4813 1.9232 -0.66 0.16 -0.71
O -4.6994 -7.3772 2.9187 0.19 0.35 0.28
C -6.1003 -7.3451 3.0822 -0.20 -1.29 -0.17
H -1.5960 -2.1762 2.7917 0.62 0.08 -0.09
H -2.1297 -3.6749 3.4842 0.01 0.01 0.07
H -2.1624 -3.4883 1.7914 0.68 -0.32 -0.51
H 1.0684 -5.0131 1.9019 0.03 -0.48 0.09
H -0.3956 -4.8973 0.9649 -0.21 0.39 0.01
H -0.0942 -6.3795 3.5974 -0.16 0.07 0.10
H -0.3199 -7.0279 1.9768 -0.07 -0.24 0.16
H -2.2948 -6.7489 3.6378 -0.05 0.09 0.05
H -2.5512 -7.7445 1.6495 -0.10 -0.05 -0.87
H -2.4311 -6.1077 0.8078 -0.12 -0.24 -0.25
H -4.8533 -6.6561 1.0169 0.23 -0.18 -0.16
H -4.4814 -5.4451 2.1919 0.32 0.04 0.27
H -6.3842 -8.3465 3.4157 0.00 0.03 0.07
H -6.5741 -7.2095 2.1069 -0.17 0.18 0.07
H -6.5153 -6.6580 3.8219 0.45 0.44 -0.11
C -3.5692 2.9392 -4.2543 -0.08 1.40 -0.97
O -2.4853 2.1962 -4.7521 -0.66 -0.90 0.19
C -2.0182 1.2016 -3.8348 1.01 1.79 0.10
C -1.2112 0.1711 -4.5936 -0.23 -1.18 0.38
N -1.9586 -1.0055 -5.0714 0.04 0.65 -0.34
C -2.9140 -0.6471 -6.1445 -0.32 -1.66 1.41
C -3.3203 -1.9675 -6.8008 -0.99 1.00 -1.27
O -2.2859 -2.4281 -7.6391 0.71 -0.19 0.46
C -2.5995 -3.6541 -8.2332 -0.14 -0.69 -0.47
H -4.4112 2.3565 -3.8758 0.26 -0.26 0.34
H -3.9668 3.5204 -5.0947 0.01 -0.29 -0.13
H -3.2427 3.7501 -3.5914 0.00 -0.46 0.58
H -2.7782 0.9147 -3.1026 -0.30 -0.74 -0.58
H -1.2986 1.7273 -3.1824 0.14 -0.12 0.01
H -0.5063 -0.2584 -3.8744 0.36 0.38 -0.23
H -0.7061 0.6354 -5.4474 0.18 0.37 0.35
H -1.2829 -1.6415 -5.4867 0.04 0.03 0.07
H -2.5377 0.1147 -6.8294 -0.01 -0.15 -0.18
H -3.7887 -0.2832 -5.6006 -0.13 0.34 -0.42
H -4.1997 -1.7932 -7.4448 -0.01 0.16 0.07
H -3.6712 -2.7275 -6.0943 0.50 0.05 0.35
H -1.7471 -4.1106 -8.7384 0.32 0.50 0.13
H -3.3640 -3.5366 -9.0101 -0.23 0.02 0.18
H -2.9203 -4.4062 -7.5031 -0.23 0.16 0.10
C 3.3965 -3.5715 0.2868 -0.01 -0.37 0.24
O 2.3710 -2.6736 -0.0737 0.38 0.04 0.53
C 2.7830 -1.3854 -0.4800 -0.70 0.06 -1.51
C 1.4944 -0.5901 -0.6267 -0.96 -0.36 0.07
N 0.7875 -0.5989 0.6659 0.53 0.97 -0.78
C -0.5397 0.0579 0.6029 1.64 -0.17 0.88
C -0.4467 1.5232 0.1520 -0.88 -0.21 1.08
O -0.7678 2.3216 1.3021 -0.15 0.57 -0.53
C -1.6279 3.4202 0.9497 0.39 -1.51 0.19
H 2.9416 -4.5621 0.2870 0.03 -0.04 0.09
H 3.7843 -3.3685 1.2876 0.00 0.12 0.03
H 4.2443 -3.6253 -0.4032 -0.09 0.34 -0.21
H 3.2660 -1.5415 -1.4543 0.06 0.43 -0.10
H 3.4766 -0.7914 0.1246 0.00 -0.63 0.74
H 0.7686 -0.9791 -1.3599 0.54 -0.57 -0.35
H 1.6654 0.4175 -1.0093 0.40 0.14 0.48
H 0.7137 -1.5679 0.9569 -0.12 0.05 0.12
H -0.7707 0.0860 1.6681 -0.97 0.08 -0.22
H -1.2759 -0.4918 0.0149 -0.01 -0.02 -0.02
H -1.2094 1.6343 -0.6260 0.08 0.42 -0.10
H 0.5192 1.8745 -0.2050 0.10 -0.33 -0.27
H -1.1626 4.0246 0.1707 -0.07 0.30 0.09
H -1.8451 3.9559 1.8687 0.06 0.27 -0.09
H -2.5350 2.9339 0.5784 -0.35 0.53 -0.16
C -8.3856 2.3726 -0.0478 0.22 0.94 0.21
O -7.1352 2.0681 0.5381 -0.71 -0.61 -0.05
C -6.2317 1.4907 -0.3702 1.77 0.17 0.63
C -5.1274 0.8586 0.4831 0.83 -0.20 0.08
N -5.5334 -0.3358 1.2634 -0.90 0.64 -0.64
C -5.3176 -1.5895 0.5272 2.26 0.75 0.98
C -5.4645 -2.7984 1.4143 -2.44 -0.49 -0.07
O -6.8802 -3.0725 1.5104 -0.28 0.34 -0.40
C -7.2225 -4.2705 2.1415 -0.18 -0.46 -0.35
H -8.8701 1.4636 -0.4088 -0.12 0.20 -0.24
H -8.2450 3.1596 -0.8037 -0.08 -0.53 -0.46
H -9.0067 2.8879 0.6882 0.05 -0.48 0.27
H -5.7870 2.2952 -0.9725 -0.03 -0.11 -0.20
H -6.5774 0.7064 -1.0545 -0.81 0.16 0.17
H -4.6775 1.5660 1.1833 -0.53 0.40 0.03
H -4.2467 0.6017 -0.1184 -0.29 -0.22 -0.32
H -6.5264 -0.1851 1.4342 0.06 -0.30 0.38
H -4.2241 -1.5359 0.4037 -0.06 -0.22 -0.60
H -5.7609 -1.6120 -0.4697 -0.35 -0.45 0.13
H -5.1693 -2.6128 2.4498 0.81 0.12 -0.22
H -5.0089 -3.6926 0.9803 0.41 0.15 0.03
H -8.2942 -4.4541 2.0402 -0.11 0.55 0.22
H -6.9462 -4.2858 3.2001 0.10 -0.06 0.01
H -6.8152 -5.1403 1.6155 0.52 0.11 0.13
C 0.1147 9.4794 3.8976 -0.81 0.13 1.05
C 0.0240 7.9866 4.2308 0.42 0.02 -0.79
C 0.1237 7.1690 2.9448 0.29 -0.16 -0.03
O -0.9457 7.4508 2.0749 -0.03 0.36 -0.02
C -0.6103 7.3156 0.7149 -0.25 -0.83 -0.16
N 1.1855 7.5892 5.0513 -0.51 0.16 -0.25
H -0.1862 9.9885 4.8215 0.54 0.28 0.03
H -0.6329 9.8551 3.1995 0.09 -0.52 -0.36
H 1.1090 9.7907 3.5850 0.07 -0.11 0.04
H -0.9087 7.7890 4.7667 -0.20 0.01 -0.24
H 0.1834 6.0831 3.1081 -0.09 0.02 0.30
H 1.0935 7.4460 2.5092 -0.08 0.07 -0.19
H -0.4638 6.2636 0.4308 0.21 -0.07 0.18
H 0.3081 7.8465 0.4543 -0.10 0.29 -0.02
H -1.4684 7.6238 0.1218 0.14 0.46 0.02
H 1.2847 8.2620 5.8034 0.07 -0.20 0.14
H 0.9528 6.6856 5.4485 0.31 0.05 0.26